Entry 1:
DFT (wB97M-V/def2-TZVPD) results for a cluster of 3 separate species, C23H35BBrIN4O11 in total in a non-equilibrium geometry.

For the total energy, the calculation gives -4840.49484 Eh. The largest force on an atom comes out at 4.964 eV Å⁻¹. As for the SMILES: O=C=Nc1c(CC(=O)Br)c(I)c(B(O)O)c2c1C(=O)N(O)C2=O.COCCNCCOC.COCCNCCOC. As for the HOMO energy: -8.458 eV.

Structure (ORCA input):
```
! RIJCOSX wB97M-V def2-TZVPD def2/J DEFGRID3
* xyz 0 1
O 2.50 0.44 5.53
C 2.45 -0.54 4.90
N 2.18 -1.68 4.42
C 3.15 -2.67 4.87
C 4.06 -3.36 3.91
C 4.05 -3.14 2.36
C 2.64 -2.91 1.73
O 2.32 -1.74 1.47
Br 1.31 -4.33 1.38
C 5.04 -4.33 4.51
I 6.50 -5.40 3.29
C 5.10 -4.62 5.99
B 6.18 -5.65 6.65
O 7.54 -5.33 6.45
O 5.84 -6.77 7.42
C 4.16 -3.95 6.92
C 3.20 -2.98 6.32
C 2.38 -2.41 7.52
O 1.46 -1.63 7.59
N 2.99 -2.99 8.71
O 3.49 -1.98 9.50
C 3.98 -4.02 8.47
O 4.51 -4.70 9.31
H 4.72 -2.27 2.10
H 4.51 -4.03 1.82
H 8.05 -6.13 6.23
H 5.03 -7.20 7.10
H 3.34 -2.18 10.44
C -0.79 0.32 -5.19
O -0.88 0.94 -3.92
C -1.52 0.12 -2.94
C -0.52 -0.28 -1.86
N 0.47 -1.22 -2.38
C 1.58 -1.46 -1.46
C 2.51 -0.28 -1.18
O 3.26 0.15 -2.31
C 2.61 1.11 -3.12
H -0.39 1.05 -5.90
H -0.11 -0.54 -5.16
H -1.78 0.00 -5.54
H -1.99 -0.76 -3.39
H -2.30 0.73 -2.48
H -1.06 -0.74 -1.03
H -0.04 0.64 -1.50
H 0.84 -0.86 -3.25
H 2.19 -2.26 -1.91
H 1.21 -1.85 -0.52
H 3.25 -0.63 -0.45
H 2.00 0.56 -0.70
H 1.95 1.76 -2.54
H 2.05 0.61 -3.92
H 3.37 1.73 -3.59
C -7.98 3.02 -3.59
O -7.48 4.32 -3.31
C -6.74 4.38 -2.09
C -5.27 4.67 -2.37
N -4.62 3.52 -2.99
C -3.28 3.82 -3.50
C -3.17 4.80 -4.66
O -3.74 4.33 -5.87
C -5.12 4.61 -6.02
H -8.61 3.09 -4.48
H -7.17 2.32 -3.80
H -8.59 2.65 -2.76
H -6.86 3.47 -1.49
H -7.16 5.21 -1.52
H -4.77 4.91 -1.43
H -5.23 5.55 -3.02
H -5.19 3.20 -3.77
H -2.86 2.86 -3.83
H -2.65 4.16 -2.67
H -2.10 4.93 -4.87
H -3.54 5.80 -4.41
H -5.42 5.54 -5.53
H -5.72 3.78 -5.64
H -5.34 4.70 -7.09
*
```

---

Entry 2:
DFT (wB97M-V/def2-TZVPD) results for a structure of composition C23H35BFN7PtS2SeSi.

For the total energy, the calculation gives -5012.21313 Eh. The energy relative to the best compared isomer or geometry (same formula, charge and spin) comes out at 0.0 kcal/mol. The largest force on an atom comes out at 0.427 eV Å⁻¹. As for the HOMO energy: -6.666 eV.

Structure (ORCA input):
```
! RIJCOSX wB97M-V def2-TZVPD def2/J DEFGRID3
* xyz 0 1
Pt -0.53 1.00 -0.25
C -1.43 3.28 2.48
N -0.02 3.15 2.75
C 0.55 3.08 4.00
C 1.88 2.90 3.81
N 2.12 2.83 2.45
B 3.53 2.51 1.86
N 3.83 0.98 2.19
C 4.62 0.55 3.23
C 4.65 -0.80 3.22
N 3.86 -1.20 2.16
C 3.62 -2.58 1.76
C 3.38 -0.10 1.55
S 2.31 -0.10 0.17
C 0.94 2.99 1.81
S 0.59 3.02 0.12
H -1.93 3.67 3.37
H -1.85 2.31 2.20
H -1.57 3.96 1.64
H -0.03 3.18 4.90
H 2.68 2.81 4.52
H 3.53 2.67 0.68
H 4.35 3.14 2.47
H 5.11 1.25 3.88
H 5.15 -1.51 3.85
H 3.59 -3.20 2.65
H 4.40 -2.92 1.09
H 2.66 -2.62 1.24
C -3.88 0.66 0.61
Si -2.93 -0.96 0.43
C -2.53 -1.45 2.22
C -4.12 -2.21 -0.33
N -1.51 -0.80 -0.56
C -0.79 -1.91 -0.95
C -0.96 -3.21 -0.41
C -0.24 -4.31 -0.85
C 0.72 -4.19 -1.85
C 0.93 -2.93 -2.40
C 0.19 -1.85 -1.96
F 0.45 -0.66 -2.55
H -4.46 0.63 1.53
H -4.57 0.81 -0.22
H -3.21 1.52 0.65
H -3.44 -1.72 2.75
H -2.10 -0.59 2.73
H -1.82 -2.27 2.31
H -4.86 -2.55 0.40
H -3.61 -3.09 -0.73
H -4.66 -1.73 -1.15
H -1.68 -3.34 0.38
H -0.43 -5.27 -0.39
H 1.29 -5.04 -2.19
H 1.66 -2.76 -3.18
C 0.68 0.02 1.03
H 0.89 0.55 1.97
H 0.37 -1.00 1.26
C -3.05 -0.35 -3.76
N -1.83 0.34 -4.16
C -1.00 -0.04 -5.19
C 0.08 0.77 -5.14
N -0.11 1.63 -4.09
C 0.85 2.60 -3.59
C -1.28 1.36 -3.48
Se -1.99 2.23 -2.01
H -3.83 0.38 -3.58
H -3.34 -1.03 -4.56
H -2.86 -0.90 -2.84
H -1.24 -0.85 -5.85
H 0.96 0.80 -5.75
H 1.68 2.65 -4.29
H 1.21 2.28 -2.61
H 0.38 3.57 -3.48
*
```

---

Entry 3:
DFT (wB97M-V/def2-TZVPD) results for a structure of composition C23H35CaClIN3O2S2 in a non-equilibrium geometry.

For the total energy, the calculation gives -3444.19902 Eh. The energy relative to the best compared isomer or geometry (same formula, charge and spin) comes out at 13.7 kcal/mol. The largest force on an atom comes out at 1.333 eV Å⁻¹. As for the HOMO energy: -0.287 eV.

Structure (ORCA input):
```
! RIJCOSX wB97M-V def2-TZVPD def2/J DEFGRID3
* xyz -2 1
Ca -0.05 -0.59 -0.10
Cl 4.86 -4.63 -3.81
C 4.02 -3.28 -3.07
C 4.72 -2.17 -2.70
C 4.07 -1.08 -2.09
I 5.19 0.58 -1.52
C 2.70 -1.06 -1.82
O 2.08 -0.12 -1.23
C 1.97 -2.25 -2.28
N 0.62 -2.21 -2.08
C -0.10 -3.26 -2.40
C 0.46 -4.42 -2.97
C 1.80 -4.46 -3.20
C 2.61 -3.35 -2.87
H 5.79 -2.14 -2.87
H -1.16 -3.18 -2.18
H -0.17 -5.26 -3.18
H 2.26 -5.34 -3.64
C 1.55 2.81 -0.17
N 0.81 3.22 -1.35
C 1.69 3.46 -2.47
C -0.07 4.32 -1.08
C -1.08 4.05 0.04
N -1.75 2.78 -0.06
C -2.60 2.69 -1.22
C -2.47 2.46 1.16
H 2.14 3.64 0.26
H 2.24 2.01 -0.44
H 0.88 2.41 0.59
H 2.40 4.30 -2.28
H 1.10 3.72 -3.36
H 2.27 2.57 -2.68
H -0.59 4.59 -2.01
H 0.50 5.23 -0.78
H -1.81 4.89 0.03
H -0.57 4.09 1.01
H -3.38 3.47 -1.22
H -3.08 1.71 -1.25
H -2.00 2.80 -2.13
H -3.25 3.22 1.39
H -1.77 2.39 1.99
H -2.95 1.49 1.05
C -4.73 -1.99 0.58
C -3.23 -2.07 0.31
S -2.65 -0.97 -0.97
C -2.48 -2.92 1.05
C -3.17 -3.76 2.10
S -0.73 -3.20 0.90
H -5.21 -1.39 -0.19
H -4.95 -1.52 1.55
H -5.20 -2.98 0.59
H -3.77 -3.16 2.79
H -2.43 -4.31 2.69
H -3.85 -4.50 1.66
C 2.09 -0.33 2.64
C 0.68 0.24 2.91
C 0.82 1.59 3.61
C -0.08 -0.72 3.83
O 0.00 0.39 1.71
H 2.68 -0.43 3.56
H 2.62 0.32 1.95
H 2.01 -1.32 2.19
H 1.37 1.52 4.56
H -0.18 1.99 3.83
H 1.34 2.30 2.96
H 0.46 -0.89 4.77
H -0.24 -1.68 3.33
H -1.06 -0.30 4.07
*
```

---

Entry 4:
DFT (wB97M-V/def2-TZVPD) results for a structure of composition C23H35Cl2N4O7PTa.

For the total energy, the calculation gives -2961.13368 Eh. The energy relative to the best compared isomer or geometry (same formula, charge and spin) comes out at 13.4 kcal/mol. The largest force on an atom comes out at 0.274 eV Å⁻¹. As for the HOMO energy: -17.146 eV.

Structure (ORCA input):
```
! RIJCOSX wB97M-V def2-TZVPD def2/J DEFGRID3
* xyz 3 1
Ta -0.07 -0.08 -0.30
C -1.12 4.61 2.36
O -0.91 3.23 1.92
C -0.75 2.94 0.67
O -0.59 1.69 0.40
N -0.74 3.85 -0.28
N -0.58 3.46 -1.62
H -1.24 4.54 3.43
H -2.04 4.99 1.90
H -0.25 5.20 2.11
H -0.85 4.83 -0.03
H 0.27 3.89 -1.99
H -1.37 3.80 -2.15
Cl 6.48 -3.21 -1.73
C 4.87 -2.72 -1.43
C 3.83 -3.63 -1.60
C 2.50 -3.28 -1.38
Cl 1.24 -4.41 -1.58
C 2.21 -1.98 -0.99
O 0.94 -1.58 -0.80
C 3.26 -1.05 -0.80
C 2.98 0.25 -0.34
O 1.82 0.70 -0.05
C 4.59 -1.43 -1.03
H 4.06 -4.64 -1.91
H 3.81 0.95 -0.19
H 5.40 -0.71 -0.89
C -2.96 1.22 -4.42
C -1.77 0.62 -5.16
C -0.98 -0.48 -4.39
C 0.15 -1.03 -5.27
C 0.96 -2.15 -4.62
C -1.97 -1.63 -4.10
O -2.44 -2.31 -4.94
N -2.30 -1.93 -2.71
C -1.89 -1.16 -1.73
O -1.87 -1.39 -0.48
N -1.23 0.00 -1.99
C -0.44 0.12 -3.13
O 0.63 0.68 -2.93
H -3.47 1.94 -5.06
H -2.65 1.75 -3.51
H -3.69 0.46 -4.14
H -1.05 1.39 -5.44
H -2.11 0.15 -6.09
H 0.80 -0.19 -5.53
H -0.30 -1.38 -6.20
H 1.46 -1.80 -3.72
H 1.73 -2.50 -5.30
H 0.33 -3.01 -4.37
H -2.80 -2.80 -2.53
C 1.98 -1.02 3.15
C 0.58 -0.42 3.27
P -0.60 -1.06 2.04
C -0.48 -2.87 2.01
C -0.89 -3.54 3.32
C -2.30 -0.57 2.49
C -2.55 -0.41 4.00
H 2.66 -0.51 3.83
H 2.39 -0.91 2.14
H 1.98 -2.08 3.40
H 0.59 0.67 3.18
H 0.16 -0.64 4.26
H 0.55 -3.11 1.74
H -1.11 -3.21 1.18
H -0.30 -3.18 4.17
H -0.73 -4.61 3.24
H -1.94 -3.38 3.54
H -2.95 -1.33 2.06
H -2.53 0.37 1.97
H -2.30 -1.31 4.55
H -3.60 -0.20 4.16
H -1.98 0.42 4.42
*
```

---

Entry 5:
DFT (wB97M-V/def2-TZVPD) results for an isolated molecule of C23H35N3O3.

For the total energy, the calculation gives -1287.43072 Eh. The energy relative to the best compared isomer or geometry (same formula, charge and spin) comes out at 23.6 kcal/mol. The largest force on an atom comes out at 0.286 eV Å⁻¹. As for the SMILES: CC1(C)C[C@@H](C(=O)N2CCCCC(C)(C)C2)CN(C(=O)c2ncoc2C2CC2)C1. As for the HOMO energy: -8.974 eV.

Structure (ORCA input):
```
! RIJCOSX wB97M-V def2-TZVPD def2/J DEFGRID3
* xyz 0 1
C -1.80 -2.62 2.87
C -1.50 -1.57 1.81
C -2.21 -0.26 2.16
C 0.03 -1.36 1.72
C 0.43 -0.48 0.54
C 1.94 -0.35 0.44
O 2.69 -1.17 0.94
N 2.41 0.71 -0.28
C 1.58 1.82 -0.75
C 1.30 2.90 0.31
C 2.41 3.08 1.34
C 3.83 3.13 0.77
C 4.55 1.79 0.57
C 5.95 2.07 0.01
C 4.71 1.07 1.92
C 3.85 0.87 -0.45
C -0.12 -1.11 -0.75
N -1.57 -1.23 -0.65
C -2.35 -0.35 -1.31
O -1.89 0.53 -2.03
C -3.83 -0.52 -1.16
N -4.59 0.26 -0.28
C -5.79 -0.13 -0.50
O -5.92 -1.09 -1.44
C -4.64 -1.34 -1.86
C -4.41 -2.35 -2.90
C -4.82 -2.06 -4.32
C -3.37 -2.08 -3.95
C -2.00 -2.09 0.45
H -1.32 -3.57 2.63
H -1.44 -2.29 3.85
H -2.88 -2.79 2.95
H -2.08 0.51 1.41
H -3.29 -0.43 2.27
H -1.83 0.12 3.11
H 0.39 -0.92 2.65
H 0.53 -2.33 1.62
H -0.02 0.51 0.65
H 2.14 2.27 -1.58
H 0.65 1.46 -1.17
H 1.12 3.84 -0.22
H 0.36 2.67 0.83
H 2.21 4.02 1.87
H 2.35 2.30 2.10
H 3.83 3.69 -0.18
H 4.46 3.72 1.45
H 6.50 1.15 -0.15
H 5.89 2.60 -0.94
H 6.52 2.69 0.70
H 5.26 0.13 1.78
H 5.27 1.70 2.61
H 3.76 0.81 2.37
H 4.30 -0.12 -0.41
H 4.01 1.28 -1.45
H 0.11 -0.52 -1.63
H 0.31 -2.11 -0.86
H -6.70 0.21 -0.03
H -4.51 -3.38 -2.57
H -5.22 -2.88 -4.89
H -5.27 -1.10 -4.51
H -2.84 -1.14 -3.90
H -2.77 -2.92 -4.28
H -1.58 -3.09 0.28
H -3.08 -2.17 0.45
*
```

---

Entry 6:
DFT (wB97M-V/def2-TZVPD) results for a cluster of 4 separate species, C23H35O14P in total in a non-equilibrium geometry.

For the total energy, the calculation gives -2292.03414 Eh. The largest force on an atom comes out at 4.919 eV Å⁻¹. As for the SMILES: CC[C@@H](C)O[P@@](=O)(O)OCOc1ccccc1.C[C@@H]1COC(=O)O1.C[C@@H]1COC(=O)O1.C[C@@H]1COC(=O)O1. As for the HOMO energy: -8.263 eV.

Structure (ORCA input):
```
! RIJCOSX wB97M-V def2-TZVPD def2/J DEFGRID3
* xyz 0 1
C -1.70 1.33 -4.48
C -1.62 0.59 -3.05
C -2.72 -0.57 -2.84
C -2.67 -1.48 -4.19
O -2.40 -1.49 -1.74
P -2.81 -0.85 -0.23
O -3.04 0.69 -0.24
O -4.25 -1.55 0.35
O -1.48 -1.12 0.80
C -1.84 -1.91 1.96
O -0.66 -2.01 2.84
C -0.05 -0.69 2.79
C -0.85 0.44 3.54
C -0.30 1.88 3.51
C 1.01 2.23 2.75
C 1.77 1.08 2.05
C 1.30 -0.40 2.03
H -1.58 2.47 -4.35
H -2.68 1.16 -5.03
H -0.81 1.00 -5.13
H -1.63 1.40 -2.25
H -0.59 0.06 -3.01
H -3.79 -0.17 -2.77
H -3.30 -2.42 -3.99
H -3.08 -0.94 -5.10
H -1.58 -1.82 -4.29
H -4.85 -0.80 0.55
H -2.66 -1.37 2.55
H -2.18 -2.96 1.63
H -1.82 0.20 4.08
H -0.86 2.71 4.05
H 1.38 3.31 2.73
H 2.74 1.32 1.48
H 1.84 -1.25 1.50
C -1.28 -4.18 4.46
C -0.99 -5.23 5.51
C -2.02 -6.32 5.57
O -1.89 -6.78 6.91
C -1.45 -5.71 7.64
O -1.41 -5.68 8.84
O -1.06 -4.69 6.82
H -2.28 -3.77 4.58
H -0.59 -3.34 4.56
H -1.18 -4.59 3.45
H 0.02 -5.64 5.36
H -1.83 -7.13 4.86
H -3.04 -5.96 5.43
C -0.46 7.28 -5.34
C -0.84 6.03 -6.11
C -1.68 6.31 -7.32
O -2.38 5.08 -7.48
C -2.49 4.53 -6.24
O -3.19 3.60 -5.97
O -1.70 5.20 -5.34
H -1.34 7.88 -5.10
H 0.01 7.02 -4.39
H 0.24 7.90 -5.91
H 0.06 5.45 -6.35
H -1.07 6.54 -8.20
H -2.41 7.10 -7.17
C 7.15 -1.32 2.81
C 6.45 -1.20 1.48
C 7.07 -0.18 0.57
O 5.97 0.18 -0.27
C 4.84 -0.01 0.48
O 3.75 0.37 0.17
O 5.13 -0.69 1.63
H 7.24 -0.35 3.30
H 6.57 -1.96 3.49
H 8.15 -1.75 2.70
H 6.38 -2.18 1.00
H 7.89 -0.59 -0.02
H 7.41 0.72 1.09
*
```

---

Entry 7:
DFT (wB97M-V/def2-TZVPD) results for a cluster of 2 separate species, C23H36BF3NO6 in total in a non-equilibrium geometry.

For the total energy, the calculation gives -1728.95274 Eh. The largest force on an atom comes out at 2.968 eV Å⁻¹. As for the HOMO energy: -6.966 eV.

Structure (ORCA input):
```
! RIJCOSX wB97M-V def2-TZVPD def2/J DEFGRID3
* xyz -1 1
C -3.80 -2.77 -1.36
C -3.89 -2.56 -0.04
C -2.88 -3.23 0.88
C -1.39 -3.01 0.49
N -0.69 -2.67 1.72
C -1.51 -2.94 2.81
O -1.14 -3.22 3.95
C -3.00 -2.87 2.36
C -3.56 -1.48 2.69
C -2.91 -0.32 1.91
C -2.74 0.98 2.72
C -1.26 1.33 2.93
C -0.72 2.28 1.85
C 0.57 1.79 1.23
C 1.12 2.71 0.14
C 2.61 2.97 0.25
C 3.25 3.33 -1.08
C 4.72 3.74 -0.92
C 5.70 3.24 -2.00
C 5.14 3.02 -3.42
C 5.59 1.67 -3.97
C -3.79 -3.86 3.23
C -3.51 -5.28 2.90
O -2.58 -5.98 3.26
F -4.46 -5.80 2.05
H -3.24 -3.62 -1.71
H -4.25 -2.08 -2.07
H -4.66 -1.95 0.39
H -3.06 -4.28 0.65
H -1.00 -3.88 -0.01
H -1.30 -2.18 -0.21
H -0.30 -1.74 1.68
H -4.62 -1.46 2.47
H -3.41 -1.31 3.75
H -1.96 -0.59 1.48
H -3.57 -0.09 1.08
H -3.26 1.81 2.26
H -3.21 0.83 3.69
H -0.67 0.42 3.00
H -1.19 1.81 3.90
H -1.48 2.42 1.09
H -0.57 3.26 2.32
H 1.30 1.66 2.04
H 0.38 0.80 0.83
H 0.57 3.64 0.18
H 0.87 2.26 -0.82
H 3.11 2.11 0.70
H 2.77 3.80 0.93
H 3.10 2.54 -1.80
H 2.70 4.20 -1.45
H 5.05 3.32 0.03
H 4.82 4.81 -0.80
H 6.19 2.33 -1.66
H 6.49 3.97 -2.08
H 5.59 3.76 -4.07
H 4.07 3.14 -3.51
H 5.44 1.59 -5.04
H 6.66 1.58 -3.79
H 5.11 0.86 -3.43
H -4.85 -3.67 3.06
H -3.61 -3.67 4.28
B 0.02 -1.89 -4.12
O 0.28 -0.55 -4.73
C 0.33 0.36 -3.77
O 0.53 1.53 -3.93
C 0.10 -0.34 -2.43
O 0.08 0.20 -1.35
O -0.07 -1.62 -2.65
F 1.06 -2.76 -4.38
F -1.18 -2.41 -4.58
*
```

---

no.,gap between HOMO and LUMO (eV)
1,7.06
2,7.23
3,4.14
4,6.79
5,9.70
6,8.74
7,9.43